Entry from the Open Molecules 2025 dataset: a 6-piece molecular cluster, C12H14Cl12N2 overall at a distorted geometry (wB97M-V/def2-TZVPD).

Results
Kohn-Sham gap: 8.703 eV
Electronic energy: -165918.816 eV
F_max: 3.20 eV/Å
HOMO: -0.30614 Ha
SMILES: c1cc[nH]c1.c1cc[nH]c1.ClC(Cl)Cl.ClC(Cl)Cl.ClC(Cl)Cl.ClC(Cl)Cl

Last columns: bonded neighbours and bond lengths (Å).
Element x y z (Å)
1 C 2.1075 5.4715 -1.5135  C2 1.453, C5 1.359, H6 1.090
2 C 1.0476 5.1205 -0.5836  C1 1.453, C3 1.358, H7 1.090
3 C -0.0575 4.8948 -1.3399  C2 1.358, N4 1.353, H8 1.096
4 N 0.2443 5.0341 -2.6515  C3 1.353, C5 1.361, H9 0.993
5 C 1.5558 5.3837 -2.7520  C1 1.359, N4 1.361, H10 1.062
6 H 3.1648 5.5828 -1.2739  C1 1.090
7 H 1.0221 5.1332 0.5058  C2 1.090
8 H -1.0773 4.6746 -1.0031  C3 1.096
9 H -0.4136 4.9189 -3.3861  N4 0.993
10 H 1.9293 5.6624 -3.7067  C5 1.062
11 C 0.9957 -3.9201 0.4732  C12 1.422, C15 1.360, H16 1.042
12 C 0.3099 -4.2035 1.6866  C11 1.422, C13 1.418, H17 1.070
13 C 0.8033 -5.4542 2.1366  C12 1.418, N14 1.383, H18 1.066
14 N 1.7397 -5.8591 1.2025  C13 1.383, C15 1.308, H19 0.986
15 C 1.8251 -4.9737 0.2440  C11 1.360, N14 1.308, H20 1.047
16 H 0.9905 -3.1135 -0.1863  C11 1.042
17 H -0.3988 -3.6089 2.2239  C12 1.070
18 H 0.4787 -6.0368 2.9686  C13 1.066
19 H 2.1922 -6.7322 1.2717  N14 0.986
20 H 2.4640 -5.1255 -0.5709  C15 1.047
21 Cl 4.0826 -2.9891 0.9087  C22 1.745
22 C 3.2935 -2.6716 2.4328  Cl21 1.745, Cl23 1.757, Cl24 1.763, H25 1.058
23 Cl 2.5589 -1.0753 2.4608  C22 1.757
24 Cl 4.4048 -2.8244 3.7927  C22 1.763
25 H 2.6094 -3.4364 2.6909  C22 1.058
26 Cl -1.9710 3.7510 3.5582  C27 1.732
27 C -3.3519 4.0204 2.5474  Cl26 1.732, Cl28 1.772, Cl29 1.794, H30 1.075
28 Cl -3.0575 5.1271 1.1948  C27 1.772
29 Cl -4.7417 4.5147 3.5688  C27 1.794
30 H -3.5857 3.0947 2.0538  C27 1.075
31 Cl -3.5367 -3.2247 -5.3135  C32 1.748
32 C -3.2904 -1.7058 -4.4836  Cl31 1.748, Cl33 1.795, Cl34 1.750, H35 1.088
33 Cl -4.2418 -0.4033 -5.2723  C32 1.795
34 Cl -1.6468 -1.2260 -4.1230  C32 1.750
35 H -3.7341 -1.8731 -3.5044  C32 1.088
36 Cl -2.0769 -1.1801 1.8744  C37 1.815
37 C -0.8309 -0.4035 0.8075  Cl36 1.815, Cl38 1.739, Cl39 1.735, H40 1.071
38 Cl -1.1119 1.3098 0.7104  C37 1.739
39 Cl -0.8613 -1.0575 -0.7992  C37 1.735
40 H 0.1657 -0.5960 1.1497  C37 1.071

Atom charges from the Mulliken analysis, given in e for atoms 1 to 4:
1 C -0.563
2 C -0.243
3 C -0.280
4 N 0.004